No. 1
# C4H8S

One molecule with the formula C4H8S in a non-equilibrium geometry (the ωB97M-V functional and the def2-TZVPD basis, the Open Molecules 2025 dataset).

```
13
Properties=species:S:1:pos:R:3
S -1.41115 1.24533 -1.28169
C -0.70798 0.55017 -0.00021
C -1.42458 0.51732 1.33284
C 0.49704 -0.37798 -0.13377
C 1.50636 -0.46389 -1.24551
H -0.80189 0.94251 2.14015
H -1.65602 -0.40075 1.58943
H 2.19124 0.37789 -1.24126
H 0.05964 -1.41922 0.00532
H 1.01935 0.02635 0.81797
H 2.07143 -1.40851 -1.02527
H 1.03572 -0.65400 -2.27384
H -2.37914 1.06478 1.31583
```

Calculated values
Total charge = 0
Orbital gap = 8.55 eV
ΔE to the lowest compared entry with this formula, charge and spin = 15.4 kcal/mol
SMILES string = CCC(C)=S


No. 2
# C18H19N3O4Pd

C18H19N3O4Pd as an isolated structure (the ωB97M-V functional and the def2-TZVPD basis, the Open Molecules 2025 dataset).

```
45
Properties=species:S:1:pos:R:3
Pd -0.37679 0.64193 -0.45552
O -0.49390 -1.36043 -0.18985
O 1.92075 0.70645 -0.81412
O -0.10693 0.59971 -2.60042
O 3.40504 -0.18263 -2.25414
N -0.73914 0.57796 1.41401
N -0.49370 2.61351 -0.11855
N -0.79559 -0.64536 1.99243
C 1.23365 0.15145 -3.06019
C -0.37346 -4.00627 0.60206
C -0.32439 3.61163 -0.97708
C -0.64110 2.86541 1.19934
C -0.47688 5.20973 0.77541
C -0.65747 -5.64801 2.33353
C -0.92912 -4.63888 3.24790
C -0.92176 -3.31417 2.84290
C -0.63551 4.16420 1.67085
C -0.77684 1.68655 2.06259
C 2.29146 0.20915 -1.91235
C 1.65432 1.10951 -4.15944
C -0.64764 -2.99339 1.51656
C -0.31789 4.93450 -0.56977
C -0.64233 -1.58225 1.06093
C 1.09216 -1.27403 -3.55777
C -0.92058 1.75808 3.54397
C -0.37708 -5.33057 1.01078
H -0.47113 6.23326 1.12667
H -0.18217 5.72351 -1.29485
H -0.15761 -6.11503 0.29839
H -1.82583 2.30574 3.81601
H -0.15285 -3.73947 -0.42227
H -0.06744 2.26740 3.99678
H -0.66153 -6.68242 2.65357
H 0.94814 1.08235 -4.99393
H 2.64459 0.82601 -4.51025
H -0.18568 3.32251 -2.01038
H -0.74899 4.34410 2.73097
H 0.68732 -1.91200 -2.76788
H -1.12622 -2.51927 3.54627
H 2.07800 -1.64614 -3.82392
H -0.98064 0.75096 3.94380
H -1.14391 -4.88699 4.27943
H 0.44106 -1.32373 -4.43792
H 1.70543 2.12968 -3.77306
H -0.74978 -0.02427 -2.96151
```

Calculated values
Total charge = 0
Orbital gap = 6.89 eV
ΔE to the lowest compared entry with this formula, charge and spin = 0.0 kcal/mol


No. 3
# C9H12BF4Sr

C9H12BF4Sr as an isolated structure in a non-equilibrium geometry (the ωB97M-V functional and the def2-TZVPD basis, the Open Molecules 2025 dataset).

```
27
Properties=species:S:1:pos:R:3
Sr -1.20875 -0.08335 -2.43048
F -1.75486 -1.25864 -0.62508
F -4.07676 -1.58382 -0.52937
F -3.11880 0.32394 -1.46721
F -2.86136 -1.65030 -2.53087
C -0.22082 1.25848 0.32760
C 1.66348 -0.79551 0.45319
C -0.13431 0.44732 1.44897
C 0.85333 -1.46895 2.73541
C 0.64914 1.02118 -0.75397
C 2.62247 -0.18504 -1.78645
C -1.17902 2.41860 0.30990
C 0.79270 -0.58728 1.52904
C 1.61434 -0.00762 -0.68053
B -3.06933 -1.11031 -1.23942
H 0.48019 -0.95576 3.61973
H -0.79999 0.63220 2.28463
H 2.40165 -1.58657 0.52334
H 2.16877 -0.09523 -2.77725
H -2.15669 2.11860 0.68756
H 1.86804 -1.81707 2.92146
H -0.81242 3.21099 0.96366
H 0.22712 -2.35153 2.58164
H 0.84025 1.84950 -1.44105
H 3.40329 0.57447 -1.71579
H -1.30457 2.83596 -0.69094
H 3.11289 -1.15425 -1.71775
```

Calculated values
Total charge = +1
Orbital gap = 8.48 eV
ΔE to the lowest compared entry with this formula, charge and spin = 17.3 kcal/mol


No. 4
# C4H12N2O2

A 2-piece molecular cluster, C4H12N2O2 overall in a non-equilibrium geometry (the ωB97M-V functional and the def2-TZVPD basis, the Open Molecules 2025 dataset).

```
20
Properties=species:S:1:pos:R:3
O -1.53662 -6.15190 0.03289
O 2.14047 -7.33758 -0.45551
N -1.11047 -4.58614 1.63214
N 0.25806 -1.43414 0.02396
C 0.00000 0.00000 0.00000
C -1.67488 -5.70922 1.21226
C -0.22784 -3.70205 0.84466
C -0.38918 -2.19132 1.13994
H -1.17168 -4.28154 2.60682
H -2.14214 -6.23253 2.08146
H 0.03016 -1.90653 2.12405
H 0.62592 0.63498 0.64934
H 0.10056 0.35330 -1.04004
H 1.18302 -7.12706 -0.37045
H -0.35305 -1.77235 -0.73033
H 2.52221 -7.11613 0.42396
H -1.49103 -2.10813 1.20679
H -0.38564 -3.84827 -0.24123
H -1.05301 0.11091 0.30897
H 0.82525 -3.95892 1.06932
```

Calculated values
Total charge = 0
Orbital gap = 10.24 eV
ΔE to the lowest compared entry with this formula, charge and spin = 49.7 kcal/mol
SMILES string = CNCCNC=O.O


No. 5
# C4H12

A 2-piece molecular cluster, C4H12 overall (the ωB97M-V functional and the def2-TZVPD basis, the Open Molecules 2025 dataset).

```
16
Properties=species:S:1:pos:R:3
C -0.56339 -1.09033 -2.57585
C 1.32973 0.68863 2.02282
C -1.08888 -1.32012 -1.16117
C 0.30151 1.76288 1.73973
H -0.77212 -2.29433 -0.79184
H -0.64156 1.61573 2.25877
H 0.28526 -1.75187 -2.75859
H 1.08346 -0.24215 1.50562
H -0.70867 -0.59075 -0.43838
H 0.61138 2.76154 2.07450
H -0.25694 -0.06977 -2.81350
H -2.17257 -1.26147 -1.11430
H 0.16141 1.81389 0.66236
H 2.30543 0.98461 1.64133
H 1.44630 0.36476 3.05808
H -1.32036 -1.37127 -3.30958
```

Calculated values
Total charge = 0
Orbital gap = 12.83 eV
ΔE to the lowest compared entry with this formula, charge and spin = 3.8 kcal/mol
SMILES string = CC.CC


Among the records above, which one has the highest orbital gap? C4H12


Which of these has the highest ΔE to the lowest compared entry with this formula, charge and spin? C4H12N2O2


What is the formula in the second record? C18H19N3O4Pd